#A
Molecular formula: C6H16N2
Method: DFT, wB97M-V/def2-TZVPD

- SMILES: CCC[C@H](C)NCN
- Gap between HOMO and LUMO: 9.420 eV
- LUMO: 0.040 Eh
- Charge: 0
- Multiplicity: 1

Last column: Löwdin charge in e.
CARTESIAN COORDINATES (ANGSTROEM)
C (0.3621, 0.8163, -3.2945)  -0.10
C (0.1433, -0.2254, -2.1366)  -0.27
C (1.0143, -0.0650, -0.9319)  -0.19
C (0.1300, 0.5389, 0.1760)  -0.34
C (0.7582, 1.8896, 0.8357)  -0.07
N (0.3539, -0.4108, 1.3608)  -0.10
C (-0.7898, -0.7408, 2.2675)  -0.26
N (-1.8670, -1.7540, 1.8090)  -0.02
H (0.6355, 1.7932, -2.8020)  0.08
H (1.1592, 0.5176, -3.8917)  0.03
H (-0.6065, 0.8607, -3.8707)  0.09
H (-0.9400, -0.1337, -1.7556)  0.11
H (0.1317, -1.1538, -2.7133)  0.10
H (1.8729, 0.5981, -1.1299)  0.12
H (1.3861, -0.9659, -0.4911)  0.09
H (-0.9533, 0.7228, 0.1782)  0.13
H (0.9854, 2.4757, -0.0850)  0.06
H (0.1711, 2.3091, 1.6363)  0.04
H (1.7845, 1.5471, 1.3969)  0.12
H (0.7628, -1.3394, 1.0864)  0.10
H (-1.3752, 0.1632, 2.3071)  0.08
H (-0.4442, -0.9475, 3.3006)  0.11
H (-1.8416, -1.9230, 0.8135)  0.03
H (-1.8453, -2.6515, 2.3345)  0.06

---

#B
Molecular formula: C6H16N2
Method: DFT, wB97M-V/def2-TZVPD

- SMILES: CNC[C@@H](N)C(C)C
- Gap between HOMO and LUMO: 9.398 eV
- LUMO: 0.042 Eh
- Charge: 0
- Multiplicity: 1

Last column: Löwdin charge in e.
CARTESIAN COORDINATES (ANGSTROEM)
C (-2.1733, 1.7460, 2.0092)  -0.16
N (-1.7918, 0.6937, 1.0714)  -0.13
C (-0.3154, 0.3970, 1.0459)  -0.18
C (0.4738, 0.4287, -0.2771)  -0.35
N (1.6495, 1.2305, -0.0026)  0.02
C (0.9762, -0.9774, -0.8032)  -0.36
C (1.1692, -0.8201, -2.3465)  -0.08
C (0.0518, -2.1521, -0.4935)  -0.09
H (-1.7765, 1.6372, 3.0259)  0.08
H (-3.2318, 1.6526, 2.2671)  0.06
H (-2.1010, 2.7519, 1.5497)  0.08
H (-2.2135, 0.9278, 0.1834)  0.09
H (-0.3510, -0.6352, 1.4290)  0.09
H (0.0306, 0.9913, 1.8847)  0.10
H (-0.1978, 0.8899, -0.9990)  0.13
H (2.1976, 1.0363, 0.8167)  0.07
H (2.2464, 1.5251, -0.7593)  0.07
H (1.9341, -1.0910, -0.2797)  0.12
H (1.3754, -1.7079, -2.9247)  0.06
H (2.1129, -0.2965, -2.6327)  0.08
H (0.2288, -0.3819, -2.7263)  0.08
H (-0.0501, -2.9791, -1.2028)  0.07
H (-0.9085, -2.0248, -0.0105)  0.06
H (0.6645, -2.8422, 0.1750)  0.09

---

#C
Molecular formula: C6H16N2
Method: DFT, wB97M-V/def2-TZVPD

- Gap between HOMO and LUMO (spin up / spin down): 8.039 / 7.045 eV
- LUMO (spin up / spin down): 0.018 / 0.017 Eh
- Charge: 0
- Multiplicity: 1

Last column: Löwdin charge in e.
CARTESIAN COORDINATES (ANGSTROEM)
C (-0.6391, 0.0671, -0.8411)  -0.62
C (-0.9080, -1.1044, -0.0239)  0.03
C (1.8960, 0.2178, -0.3887)  -0.08
C (0.4060, 1.3456, 1.0494)  -0.13
C (-0.2710, -0.2735, -2.2910)  -0.05
C (-0.0262, -0.9627, 2.4024)  -0.05
N (0.5884, 0.8654, -0.2340)  -0.17
N (-1.7261, 1.0417, -0.7641)  0.07
H (-2.5989, 0.6004, -1.0258)  0.08
H (-1.5506, 1.8173, -1.3948)  0.08
H (-1.7664, -1.1282, 0.6240)  0.05
H (-0.4232, -2.0397, -0.2598)  0.07
H (2.0568, -0.0977, -1.4149)  0.07
H (2.0075, -0.6484, 0.2744)  0.09
H (2.6696, 0.9436, -0.1360)  0.09
H (-0.4755, 1.9642, 1.1779)  0.08
H (1.3119, 1.7200, 1.5157)  0.09
H (0.1481, 0.2605, 1.7234)  0.02
H (0.1478, 0.6077, -2.7884)  0.09
H (-1.1806, -0.5715, -2.8129)  0.08
H (0.4386, -1.0977, -2.3707)  0.07
H (0.3336, -1.9179, 2.0432)  0.01
H (-1.0574, -1.0165, 2.7343)  0.02
H (0.6187, -0.5930, 3.2014)  0.02

---

Energetically preferred structure: #B | next structure: +40.0 kJ/mol

---

#A
Molecular formula: C6H16N2
Method: DFT, wB97M-V/def2-TZVPD

- SMILES: CCN[C@H](C)CNC
- Gap between HOMO and LUMO: 9.401 eV
- LUMO: 0.042 Eh
- Charge: 0
- Multiplicity: 1

Last column: Löwdin charge in e.
CARTESIAN COORDINATES (ANGSTROEM)
C (1.4713, -0.1032, 3.0031)  -0.10
C (1.6498, 0.0092, 1.4825)  -0.28
N (0.3401, -0.2019, 0.8621)  -0.07
C (-0.0612, 0.6999, -0.2177)  -0.41
C (-0.7124, 1.9112, 0.4964)  -0.06
C (-1.0527, -0.0188, -1.1169)  -0.24
N (-0.3767, -0.9153, -2.0190)  -0.13
C (-1.1684, -1.4777, -3.0824)  -0.14
H (1.1710, -1.1264, 3.2194)  0.07
H (0.7452, 0.6390, 3.3233)  0.06
H (2.4016, 0.1347, 3.5245)  0.06
H (2.3685, -0.7401, 1.1458)  0.10
H (2.0782, 0.9624, 1.1765)  0.11
H (0.2492, -1.1842, 0.6424)  0.10
H (0.8078, 1.0521, -0.7821)  0.13
H (-1.2073, 2.6151, -0.1756)  0.07
H (-1.4897, 1.4427, 1.0983)  0.08
H (0.0324, 2.3810, 1.1346)  0.07
H (-1.7866, -0.4929, -0.4369)  0.12
H (-1.6712, 0.7137, -1.6486)  0.12
H (0.3499, -1.4308, -1.5558)  0.10
H (-0.5506, -2.1153, -3.7068)  0.07
H (-1.9983, -2.0913, -2.6997)  0.07
H (-1.5899, -0.6631, -3.6674)  0.08

---

#B
Molecular formula: C6H16N2
Method: DFT, wB97M-V/def2-TZVPD

- SMILES: C/C=C/N.CC(C)N
- Gap between HOMO and LUMO: 9.231 eV
- LUMO: 0.040 Eh
- Charge: 0
- Multiplicity: 1

Last column: Löwdin charge in e.
CARTESIAN COORDINATES (ANGSTROEM)
C (1.1546, -0.2368, 2.2688)  -0.14
C (0.7813, -1.3863, 1.3900)  -0.21
C (-0.4599, -1.7312, 0.9938)  -0.26
N (-0.7535, -2.7154, 0.0590)  0.02
H (0.5319, 0.6452, 1.9148)  0.07
H (1.1528, -0.3589, 3.3969)  0.09
H (2.1879, 0.0770, 2.0902)  0.06
H (1.6259, -2.0078, 1.0505)  0.10
H (-1.3901, -1.2181, 1.4010)  0.14
H (-1.5084, -3.3120, 0.2990)  0.06
H (0.0182, -3.3436, -0.2413)  0.10
C (0.3826, 0.4933, -2.0533)  -0.09
C (-0.0504, 1.3101, -0.8464)  -0.53
C (0.4092, 2.7641, -0.9730)  -0.09
N (-1.4823, 1.1597, -0.4813)  0.04
H (1.3893, 0.7507, -2.3082)  0.06
H (0.2553, -0.6085, -1.8901)  0.07
H (-0.2481, 0.7452, -2.9395)  0.08
H (0.5221, 0.9173, 0.0140)  0.08
H (0.1163, 3.4021, -0.1121)  0.07
H (1.5339, 2.8202, -0.9612)  0.09
H (-0.0287, 3.3540, -1.8345)  0.09
H (-1.7528, 0.1921, -0.3842)  0.03
H (-2.0594, 1.5559, -1.2175)  0.06

---

Energetically preferred structure: #A | next structure: +25.8 kJ/mol

---

#A
Molecular formula: C4H15NO2
Method: DFT, wB97M-V/def2-TZVPD

- Gap between HOMO and LUMO: 5.414 eV
- LUMO: -0.119 Eh
- Charge: 0
- Multiplicity: 1

Last column: Löwdin charge in e.
CARTESIAN COORDINATES (ANGSTROEM)
C (0.9234, -0.2803, 1.7481)  -0.10
C (-0.4548, -0.5757, 1.1120)  -0.24
N (-0.6624, 0.2028, -0.1230)  -0.24
C (-1.9005, 0.9751, -0.1495)  -0.08
C (-0.5125, -0.6228, -1.3295)  -0.15
H (1.0448, 0.8184, 1.8644)  0.08
H (1.6618, -0.7340, 1.0931)  0.02
H (1.0535, -0.7585, 2.7357)  0.08
H (-0.4417, -1.6037, 0.8950)  0.08
H (-1.2326, -0.3463, 1.8564)  0.12
H (-1.9032, 1.6463, 0.7882)  0.12
H (-1.8941, 1.6506, -1.0397)  0.10
H (-2.7978, 0.3359, -0.1413)  0.10
H (0.3625, -1.3109, -1.1064)  0.01
H (-0.3699, -0.0127, -2.1841)  0.06
H (-1.4788, -1.2595, -1.5124)  0.13
H (1.9927, -2.8993, -0.7673)  -0.02
H (1.4456, 0.4061, -0.6180)  0.34
O (1.4051, -2.2770, -0.2731)  -0.32
H (1.0006, 1.4419, -0.7146)  -0.05
H (1.8090, 2.7484, -1.2417)  0.05
O (0.9493, 2.4552, -0.8922)  -0.09

---

#B
Molecular formula: C4H15NO2
Method: DFT, wB97M-V/def2-TZVPD

- SMILES: CC(C)CN.O.O
- Gap between HOMO and LUMO: 10.071 eV
- LUMO: 0.034 Eh
- Charge: 0
- Multiplicity: 1

Last column: Löwdin charge in e.
CARTESIAN COORDINATES (ANGSTROEM)
C (-0.9559, -1.2449, 0.7513)  -0.06
C (-1.3710, -0.2581, 1.8368)  -0.43
C (-0.2846, 0.7546, 2.2738)  -0.08
C (-2.6266, 0.5208, 1.4054)  -0.28
N (-2.3990, 1.3577, 0.2173)  -0.01
H (-1.7738, -1.9596, 0.6694)  0.08
H (-0.0967, -1.7886, 1.1519)  0.08
H (-0.7578, -0.7344, -0.1768)  0.05
H (-1.7505, -0.6272, 2.7950)  0.13
H (-0.5379, 1.2702, 3.2005)  0.08
H (0.5685, 0.1507, 2.6213)  0.07
H (0.0767, 1.4043, 1.4798)  0.07
H (-2.9679, 1.1577, 2.2290)  0.11
H (-3.3885, -0.2105, 1.1310)  0.10
H (-1.4863, 1.7887, 0.2459)  0.04
H (-3.0823, 2.0740, 0.0328)  0.06
O (6.1872, -0.6931, -2.3352)  -0.06
H (6.4466, -1.1897, -1.5503)  0.03
H (6.5173, -1.2556, -3.0451)  0.03
O (0.1675, -0.2493, -3.1591)  -0.06
H (-0.1121, -0.9240, -2.5365)  0.02
H (-0.3755, 0.5223, -2.9752)  0.03

---

#C
Molecular formula: C4H15NO2
Method: DFT, wB97M-V/def2-TZVPD

- SMILES: CC(C)CN.O.O
- Gap between HOMO and LUMO: 10.019 eV
- LUMO: 0.031 Eh
- Charge: 0
- Multiplicity: 1

Last column: Löwdin charge in e.
CARTESIAN COORDINATES (ANGSTROEM)
C (1.1437, 0.9120, -0.6683)  -0.09
C (0.9174, 2.1356, 0.2213)  -0.46
C (1.3155, 1.8378, 1.6574)  -0.10
C (1.6661, 3.3876, -0.2375)  -0.27
N (1.2740, 3.9185, -1.5439)  -0.01
H (2.2395, 0.7864, -0.6284)  0.08
H (0.9526, 1.0625, -1.7309)  0.06
H (0.7073, -0.0139, -0.3061)  0.07
H (-0.1648, 2.3024, 0.1494)  0.13
H (1.1554, 2.7055, 2.3018)  0.07
H (0.7712, 1.0055, 2.1052)  0.08
H (2.3807, 1.6031, 1.7457)  0.08
H (2.7461, 3.2770, -0.2303)  0.12
H (1.3279, 4.1179, 0.4975)  0.10
H (1.7910, 3.3650, -2.2279)  0.06
H (0.3495, 3.7795, -1.8990)  0.05
O (-1.9271, -6.4587, -0.2331)  -0.06
H (-2.7019, -6.6161, 0.3152)  0.00
H (-1.7450, -7.3148, -0.6322)  0.04
O (-4.9116, -5.5897, 0.4247)  -0.05
H (-4.9936, -4.8631, -0.1985)  0.04
H (-4.2940, -5.3401, 1.1177)  0.03

---

Energetically preferred structure: #C | next structure: +8.0 kJ/mol

---

#A
Molecular formula: C4H15NO2
Method: DFT, wB97M-V/def2-TZVPD

- SMILES: CC(C)CN.O.O
- Gap between HOMO and LUMO: 10.066 eV
- LUMO: 0.021 Eh
- Charge: 0
- Multiplicity: 1

Last column: Löwdin charge in e.
CARTESIAN COORDINATES (ANGSTROEM)
C (0.3561, 1.4884, 0.4052)  -0.08
C (0.9360, 0.0950, 0.5568)  -0.46
C (0.1605, -0.8011, 1.5159)  -0.08
C (1.4168, -0.6863, -0.6826)  -0.24
N (2.3982, 0.1698, -1.4154)  -0.01
H (-0.6020, 1.4641, -0.1178)  0.06
H (1.1418, 2.1008, -0.0348)  0.07
H (0.1755, 1.9674, 1.3720)  0.08
H (1.9228, 0.2402, 1.0593)  0.13
H (0.6554, -1.7363, 1.7711)  0.08
H (0.0007, -0.2755, 2.4602)  0.08
H (-0.8369, -0.9918, 1.0915)  0.06
H (0.5505, -0.7419, -1.3468)  0.10
H (1.9294, -1.5789, -0.3262)  0.11
H (3.3120, 0.0372, -0.9922)  0.06
H (2.4878, -0.2331, -2.3445)  0.06
O (-2.9696, 0.8381, 0.1717)  -0.07
H (-3.7725, 0.8752, 0.7394)  0.07
H (-2.3530, 0.3986, 0.7839)  0.02
O (-2.2521, -1.2346, -1.7201)  -0.06
H (-2.9374, -0.9187, -1.0921)  0.03
H (-1.7200, -0.4765, -1.8545)  -0.01

---

#B
Molecular formula: C4H15NO2
Method: DFT, wB97M-V/def2-TZVPD

- SMILES: CC[C@H](C)N.O.O
- Gap between HOMO and LUMO: 9.095 eV
- LUMO: 0.020 Eh
- Charge: 0
- Multiplicity: 1

Last column: Löwdin charge in e.
CARTESIAN COORDINATES (ANGSTROEM)
C (-2.5011, -0.5762, 2.2551)  -0.11
C (-2.4360, -1.2763, 0.9099)  -0.22
C (-2.1605, -0.3898, -0.3737)  -0.46
C (-1.4788, 0.9498, -0.0758)  -0.09
N (-3.3530, -0.2870, -1.1623)  0.03
H (-2.2976, -1.2009, 3.1082)  0.06
H (-1.9876, 0.3816, 2.2468)  0.05
H (-3.5359, -0.2190, 2.3621)  0.07
H (-3.1999, -1.9532, 0.5427)  0.10
H (-1.5969, -1.9862, 0.9263)  0.10
H (-1.3847, -0.9924, -0.8563)  0.12
H (-1.1611, 1.4190, -0.9953)  0.07
H (-2.2407, 1.6233, 0.3336)  0.07
H (-0.7463, 0.8460, 0.7234)  0.07
H (-3.3262, -0.4692, -2.1412)  0.06
H (-4.2327, -0.3559, -0.6851)  0.07
O (5.6471, 0.4288, -2.8964)  -0.07
H (6.5818, 0.4901, -2.6696)  0.02
H (5.2228, 0.7340, -2.0839)  0.02
O (6.3363, 0.8419, 0.2131)  -0.05
H (6.7308, 1.6103, -0.2170)  0.04
H (7.1202, 0.3813, 0.5351)  0.04

---

#C
Molecular formula: C4H15NO2
Method: DFT, wB97M-V/def2-TZVPD

- SMILES: CC[C@H](C)N.O.O
- Gap between HOMO and LUMO: 9.093 eV
- LUMO: 0.017 Eh
- Charge: 0
- Multiplicity: 1

Last column: Löwdin charge in e.
CARTESIAN COORDINATES (ANGSTROEM)
C (0.7302, 1.7481, 1.7941)  -0.11
C (0.7047, 0.9965, 0.4186)  -0.21
C (0.4660, -0.4956, 0.6973)  -0.42
C (1.7527, -1.3622, 0.5763)  -0.05
N (-0.3999, -1.0182, -0.3858)  -0.01
H (-0.2406, 2.1506, 2.0375)  0.06
H (1.0587, 1.1277, 2.6475)  0.07
H (1.5417, 2.4639, 1.6931)  0.06
H (1.6498, 1.2342, -0.0774)  0.10
H (-0.0895, 1.5022, -0.1432)  0.10
H (-0.0893, -0.7359, 1.6197)  0.13
H (1.4876, -2.3158, 0.1182)  0.06
H (2.4456, -0.9709, -0.1553)  0.07
H (2.1471, -1.5338, 1.5712)  0.07
H (-1.3434, -0.6735, -0.4685)  0.04
H (-0.2108, -1.9173, -0.7968)  0.06
O (0.1655, -0.5916, -3.2567)  -0.09
H (-0.1463, -0.2699, -2.3922)  -0.01
H (-0.3478, 0.0411, -3.7745)  0.03
O (-3.6231, -0.0527, -0.2511)  -0.06
H (-3.7574, -0.1973, -1.1969)  0.04
H (-3.9017, 0.8703, -0.2752)  0.04

---

Energetically preferred structure: #A | next structure: +37.5 kJ/mol